1.
The following is a DFT calculation (ωB97M-V/def2-TZVPD) of a cluster of 2 separate species, C3H9OS in total at a distorted geometry.

Results
- E_HOMO: -2.6 eV
- LUMO energy: 4.2 eV
- Energy relative to the best compared isomer or geometry (same formula, charge and spin): 8.7 kcal/mol
- Orbital gap: 0.2515 Eh

```
! RIJCOSX wB97M-V def2-TZVPD def2/J DEFGRID3
* xyz -1 1
C 1.31298 0.82839 0.27168
C 0.62939 0.07125 -0.88166
C 0.16275 -1.35322 -0.49170
S -0.57061 -1.49510 1.21074
H 2.06604 0.16815 0.69469
H 1.81517 1.67809 -0.20863
H 0.62237 1.15383 1.03672
H 1.34182 0.06131 -1.71747
H -0.25237 0.54694 -1.32112
H -0.52405 -1.67925 -1.27352
H 1.00749 -2.04458 -0.45095
H -2.08013 0.05198 1.24060
H -2.95402 1.11925 0.52729
O -2.57683 0.89295 1.36331
*
```

---

2.
The following is a DFT calculation (ωB97M-V/def2-TZVPD) of a cluster of 2 separate species, C3H9PS3 in total at a distorted geometry.

Results
- E_HOMO (alpha / beta): -8.7 / -8.7 eV
- LUMO energy (alpha / beta): -0.5 / -0.5 eV
- Energy relative to the best compared isomer or geometry (same formula, charge and spin): 137.1 kcal/mol
- Orbital gap (alpha / beta): 0.3037 / 0.3037 Eh

```
! RIJCOSX wB97M-V def2-TZVPD def2/J DEFGRID3
* xyz 0 1
C 0.70308 -0.21580 1.68171
C -1.39444 -0.11202 -0.61377
C 0.01601 0.21880 -0.56443
P 1.28495 -0.79297 -1.29496
S -1.49646 -2.03606 -0.27256
S -2.59565 0.90139 0.31858
S 0.44244 2.02313 -0.58607
H 1.56304 0.52661 1.68117
H 1.08472 -1.26362 1.80857
H -0.09880 0.20114 2.21631
H -1.73444 -0.00739 -1.67731
H 0.91305 -0.93715 -2.73505
H 1.95901 0.39600 -1.72361
H -0.33962 -2.20903 0.47065
H -1.68807 1.54865 0.99105
H 1.38120 1.75831 0.29973
*
```

---

3.
The following is a DFT calculation (ωB97M-V/def2-TZVPD) of a cluster of 2 separate species, C3H9S in total at a distorted geometry.

Results
- E_HOMO: -1.9 eV
- LUMO energy: 3.4 eV
- Energy relative to the best compared isomer or geometry (same formula, charge and spin): 14.7 kcal/mol
- Orbital gap: 0.1965 Eh

```
! RIJCOSX wB97M-V def2-TZVPD def2/J DEFGRID3
* xyz -1 1
C 0.19536 -1.16901 0.32151
C -0.64730 -1.88549 1.37681
H 0.64377 -0.24976 0.68993
H -0.48448 -0.90743 -0.49348
H 0.98125 -1.83186 -0.02966
H -0.02805 -2.31688 2.17697
H -1.28746 -1.18538 1.93357
H -1.22878 -2.70061 0.95995
C 0.39690 2.39947 -1.27230
S 0.12685 2.83828 -3.02378
H -0.19047 1.54757 -0.91397
H 1.44641 2.21105 -1.06876
H 0.07600 3.25006 -0.65679
*
```

---

4.
The following is a DFT calculation (ωB97M-V/def2-TZVPD) of a cluster of 2 separate species, C3H9S in total.

Results
- E_HOMO: -2.4 eV
- LUMO energy: 3.4 eV
- Energy relative to the best compared isomer or geometry (same formula, charge and spin): 7.6 kcal/mol
- Orbital gap: 0.2130 Eh

```
! RIJCOSX wB97M-V def2-TZVPD def2/J DEFGRID3
* xyz -1 1
S -1.86028 -0.66006 -4.39639
H -1.39834 0.37414 -3.68046
C 1.02477 0.04642 1.83760
C 0.22557 -0.56833 0.64849
C -0.42379 0.46501 -0.29929
H 0.63270 -0.29344 2.79696
H 0.98681 1.13570 1.80180
H 2.08033 -0.20981 1.75836
H -0.51646 -1.25350 1.04573
H 0.91493 -1.18296 0.07362
H -1.45673 0.61999 -0.01523
H 0.13286 1.39899 -0.23710
H -0.34237 0.12784 -1.33410
*
```

---

5.
The following is a DFT calculation (ωB97M-V/def2-TZVPD) of a cluster of 2 separate species, C3H9S2 in total at a distorted geometry.

Results
- E_HOMO: -2.4 eV
- LUMO energy: 3.4 eV
- Energy relative to the best compared isomer or geometry (same formula, charge and spin): 32.6 kcal/mol
- Orbital gap: 0.2134 Eh

```
! RIJCOSX wB97M-V def2-TZVPD def2/J DEFGRID3
* xyz -1 1
C -0.79235 1.70840 1.40435
S 0.35524 3.00482 0.67439
H -1.79231 1.92258 1.06308
H -0.53673 1.68926 2.52699
H -0.52909 0.66346 1.19516
C 1.18225 -1.42064 -0.79230
C -0.31805 -1.66611 -0.74326
S -1.36486 -0.24346 -1.21305
H 1.25308 -0.51243 -1.44771
H 1.52638 -1.10514 0.25732
H 2.02449 -2.14813 -1.08922
H -0.73702 -1.95739 0.20767
H -0.62813 -2.38777 -1.50194
H 0.35709 2.45254 -0.54148
*
```

---

6.
The following is a DFT calculation (ωB97M-V/def2-TZVPD) of a cluster of 2 separate species, C3H9S3 in total at a distorted geometry.

Results
- E_HOMO: -2.7 eV
- LUMO energy: 3.0 eV
- Energy relative to the best compared isomer or geometry (same formula, charge and spin): 18.3 kcal/mol
- Orbital gap: 0.2083 Eh

```
! RIJCOSX wB97M-V def2-TZVPD def2/J DEFGRID3
* xyz -1 1
S 0.40048 2.18978 -0.71059
S 2.01613 0.98405 -0.05518
H 0.73088 2.55058 -1.99197
H 1.59022 -0.35649 0.01467
C -1.14039 -0.29922 1.96154
C -2.03754 -0.43518 0.68666
C -1.74043 -1.78348 -0.11866
S 0.01696 -2.04193 -0.50671
H -0.65566 -1.29711 2.21467
H -1.59777 0.05516 2.88873
H -0.26180 0.31136 1.71043
H -3.09812 -0.38575 0.95734
H -1.83108 0.39130 0.00465
H -2.24896 -1.65339 -1.07581
H -2.05469 -2.61889 0.45968
*
```